# 1
DFT (wB97M-V/def2-TZVPD) results for a cluster of 7 separate species, C35H52NO19 in total at a distorted geometry.

```
107
Properties=species:S:1:pos:R:3:lowdin_charge:R:1
C -2.28911 -1.46396 4.29204 -0.30
C -0.93337 -2.26588 3.72966 -0.37
C -0.56315 -3.42346 4.83105 -0.24
C 1.03769 -3.72457 5.01317 -0.25
N 1.94146 -3.02345 4.02366 -0.10
C 2.96769 -2.13281 4.68801 -0.20
C 3.25510 -0.71014 3.92644 -0.06
C 3.44101 0.64047 4.88913 -0.04
C 3.77115 2.14182 4.31812 -0.10
C 3.91684 2.27226 2.65775 -0.09
C 3.71659 0.97815 1.63679 -0.01
C 3.37481 -0.50976 2.30299 -0.12
O 3.18539 -1.62071 1.35759 -0.07
H -2.27700 -1.39423 5.46106 -0.08
H -3.26513 -1.95943 3.87806 -0.10
H -1.16130 -2.81624 2.69769 0.09
H -0.12092 -1.43411 3.58910 0.06
H -1.05346 -4.43278 4.43531 0.09
H -1.01606 -3.22290 5.89486 0.08
H 1.31989 -3.51453 6.15377 0.10
H 1.23304 -4.89373 4.87161 0.10
H 2.36773 -3.74125 3.39533 0.04
H 3.98816 -2.74893 4.72397 0.11
H 2.70565 -1.86060 5.81975 0.12
H 3.32540 0.51725 6.06107 0.08
H 3.90463 3.04206 5.05533 0.06
H 4.16991 3.31920 2.15790 0.07
H 3.83918 1.17590 0.48470 0.09
H 3.26416 -2.51826 1.79569 0.04
C -0.21411 0.31301 0.92120 -0.01
C -1.59608 0.09826 0.33876 -0.32
C -1.58560 -0.37220 -1.08428 -0.12
O -2.83389 0.09370 -1.56736 0.02
C -3.14665 1.19809 -0.82288 -0.52
O -4.05581 1.96859 -1.07974 0.10
O -2.30181 1.32492 0.24374 0.07
H -0.28420 0.79789 1.90067 0.09
H 0.31753 -0.63638 1.03525 0.08
H 0.38503 0.97575 0.28736 0.08
H -2.17588 -0.57404 0.98277 0.16
H -1.52204 -1.46096 -1.16485 0.08
H -0.79085 0.07849 -1.68930 0.14
C -4.04206 -0.96407 -4.24074 -0.01
C -4.14706 -2.38203 -4.76375 -0.35
C -4.56410 -3.37958 -3.72573 -0.11
O -4.00245 -4.58376 -4.21882 0.06
C -2.90886 -4.22389 -4.95794 -0.51
O -2.07330 -5.00522 -5.37938 0.12
O -2.87548 -2.87227 -5.15683 0.08
H -3.59041 -0.31165 -4.99555 0.09
H -5.02680 -0.56757 -3.97603 0.10
H -3.39554 -0.91363 -3.35790 0.07
H -4.80473 -2.41215 -5.64095 0.16
H -5.65095 -3.46632 -3.64119 0.14
H -4.14252 -3.18240 -2.73368 0.15
C -0.52345 6.34761 -1.99168 -0.03
C -0.62845 4.92965 -2.51469 -0.34
C -1.04549 3.93210 -1.47667 -0.10
O -0.48384 2.72791 -1.96976 0.05
C 0.60975 3.08779 -2.70888 -0.50
O 1.44530 2.30646 -3.13032 0.12
O 0.64313 4.43941 -2.90777 0.08
H -0.07180 7.00002 -2.74649 0.09
H -1.50819 6.74410 -1.72697 0.05
H 0.12307 6.39805 -1.10883 0.09
H -1.28612 4.89953 -3.39189 0.16
H -2.13234 3.84536 -1.39213 0.14
H -0.62391 4.12928 -0.48462 0.15
C -5.03818 10.80692 -1.50742 -0.02
C -5.14318 9.38896 -2.03044 -0.35
C -5.56022 8.39141 -0.99242 -0.11
O -4.99857 7.18722 -1.48551 0.08
C -3.90497 7.54710 -2.22463 -0.47
O -3.06942 6.76577 -2.64607 0.11
O -3.87159 8.89872 -2.42352 0.09
H -4.58653 11.45933 -2.26224 0.09
H -6.02292 11.20341 -1.24271 0.09
H -4.39166 10.85736 -0.62458 0.09
H -5.80084 9.35884 -2.90764 0.16
H -6.64707 8.30467 -0.90788 0.14
H -5.13863 8.58859 -0.00037 0.14
C 6.79086 -5.81268 3.81344 -0.02
C 5.40889 -6.02743 3.23100 -0.34
C 5.41937 -6.49790 1.80795 -0.11
O 4.17108 -6.03200 1.32488 0.08
C 3.85832 -4.92761 2.06936 -0.44
O 2.94915 -4.15711 1.81250 0.11
O 4.70316 -4.80077 3.13598 0.09
H 6.72077 -5.32781 4.79291 0.09
H 7.32250 -6.76207 3.92749 0.09
H 7.39000 -5.14995 3.17959 0.09
H 4.82909 -6.69974 3.87501 0.17
H 5.48293 -7.58665 1.72738 0.14
H 6.21411 -6.04721 1.20294 0.14
C 3.07347 -1.89965 -3.81208 -0.02
C 2.08416 -2.83011 -3.14074 -0.35
C 0.89182 -3.15741 -3.98793 -0.11
O -0.09783 -3.45406 -3.01776 0.07
C 0.23809 -2.74581 -1.89646 -0.47
O -0.48473 -2.60915 -0.92430 0.11
O 1.48917 -2.20849 -2.01319 0.10
H 3.83821 -1.57652 -3.09785 0.09
H 3.56545 -2.39051 -4.65706 0.09
H 2.58071 -0.99065 -4.17382 0.09
H 2.59516 -3.73655 -2.79414 0.16
H 1.06477 -4.01862 -4.63934 0.14
H 0.54005 -2.31504 -4.59409 0.15
```

Calculated values
Multiplicity: 1
Largest force on an atom (eV Å⁻¹): 5.273
E_tot (Ha): -2848.7726
Orbital gap (eV): 2.3839
LUMO level (eV): 1.8
HOMO level (eV): -0.591
Total charge: -1

# 2
DFT (wB97M-V/def2-TZVPD) results for a cluster of 2 separate species, CHNOS in total at a distorted geometry.

```
5
Properties=species:S:1:pos:R:3:lowdin_charge:R:1
C 1.08747 0.42149 -1.36926 -0.05
N 1.23468 0.80342 -0.30742 0.08
H 0.97427 0.01205 -2.24460 -0.01
O -1.99006 -0.10456 1.57356 -0.71
S -1.30635 -1.13239 2.34773 0.69
```

Calculated values
Multiplicity: 1
Largest force on an atom (eV Å⁻¹): 4.823
E_tot (Ha): -566.7837
Structure (SMILES): C#N.O=S
Orbital gap (alpha / beta) (eV): 7.7905 / 7.7777
LUMO level (alpha / beta) (eV): -1.3 / -1.3
ΔE to the lowest compared entry with this formula, charge and spin (kcal per mole): 29.3
HOMO level (alpha / beta) (eV): -9.109 / -9.105

# 3
DFT (wB97M-V/def2-TZVPD) results for an isolated molecule of C4H7NO.

```
13
Properties=species:S:1:pos:R:3:lowdin_charge:R:1
O -1.73142 -0.82653 0.84052 -0.01
C -1.06223 -0.04302 -0.10645 -0.34
C -0.20193 1.17836 0.29121 -0.12
N 0.87738 0.76418 -0.66133 -0.02
C 1.42176 -0.45576 -0.08394 -0.13
C 0.16137 -0.54885 -0.84968 -0.19
H -1.07398 -1.26961 1.39061 0.09
H -1.82412 0.26155 -0.82834 0.15
H 0.13141 1.18933 1.33636 0.11
H -0.62081 2.15378 0.03667 0.11
H 1.45819 -0.54803 1.00220 0.11
H 2.31395 -0.81122 -0.59370 0.11
H 0.13403 -1.05742 -1.81063 0.13
```

Calculated values
Multiplicity: 1
Largest force on an atom (eV Å⁻¹): 0.405
E_tot (Ha): -286.5268
Structure (SMILES): O[C@H]1CN2C[C@@H]12
Orbital gap (eV): 10.4640
LUMO level (eV): 0.9
ΔE to the lowest compared entry with this formula, charge and spin (kcal per mole): 65.8
HOMO level (eV): -9.559

# 4
DFT (wB97M-V/def2-TZVPD) results for a cluster of 7 separate species, C31H60ClN2O12PS in total at a distorted geometry.

```
108
Properties=species:S:1:pos:R:3:lowdin_charge:R:1
H 2.95391 1.63107 1.43255 0.03
N 2.90095 0.83008 2.09582 0.07
C 2.81440 -0.28724 1.39225 -0.41
C 2.81919 -1.62389 2.25689 -0.08
C 2.80986 -0.18227 -0.18770 -0.32
P 1.12629 0.35097 -0.97285 0.99
C 0.14423 1.29748 0.34365 -0.38
C -0.74294 0.54558 1.39076 -0.66
C -0.80025 -1.02022 1.45574 -0.16
Cl -0.24850 1.13222 3.09833 0.58
N 0.21133 -1.12040 -1.50645 -0.16
C 0.81740 -2.18718 -1.20561 -0.75
S 1.45147 -3.56400 -0.50530 0.66
H 1.84467 -1.82067 2.80945 0.07
H 3.12661 -2.51339 1.62719 0.04
H 3.61832 -1.51380 3.07483 0.09
H 3.29043 -1.06337 -0.74400 0.05
H 3.48819 0.71503 -0.43620 0.08
H 0.87782 2.00862 0.86758 0.07
H -0.53445 2.00557 -0.25741 0.06
H -1.82498 0.92073 1.29146 0.10
H 0.17922 -1.58238 1.40851 0.03
H -1.40485 -1.36890 2.36763 0.09
H -1.41359 -1.38346 0.55092 0.08
C -1.48990 5.76347 6.69184 -0.07
C -2.48413 6.05042 5.58518 -0.24
O -1.83535 6.09676 4.30784 0.00
C -1.61332 5.01649 3.53338 -0.52
C -1.74773 3.64857 4.14045 -0.05
O -1.23581 5.15888 2.39414 0.09
H -1.02358 4.78406 6.56850 0.07
H -1.98091 5.79215 7.66688 0.08
H -0.68458 6.50196 6.68142 0.08
H -3.31827 5.34516 5.57849 0.11
H -2.91927 7.03998 5.74158 0.12
H -0.78572 3.33954 4.54846 0.06
H -2.04166 2.95342 3.35581 0.04
H -2.51591 3.58368 4.90947 0.07
C -5.45090 1.52880 -2.13139 -0.06
C -4.35538 1.64616 -1.09148 -0.24
O -3.06146 1.69336 -1.70786 -0.01
C -2.47182 2.82380 -2.14230 -0.53
C -3.30624 4.06365 -2.29779 0.02
O -1.31024 2.80800 -2.47323 0.08
H -5.47534 2.40004 -2.78886 0.07
H -6.42709 1.43015 -1.65200 0.08
H -5.28103 0.65629 -2.76696 0.09
H -4.50382 2.49544 -0.42058 0.11
H -4.36054 0.75286 -0.46266 0.12
H -3.71868 4.09543 -3.30740 0.10
H -2.66206 4.93175 -2.14756 0.09
H -4.10766 4.14779 -1.56650 0.07
C 5.02243 0.74247 -5.85288 -0.06
C 5.09308 1.29648 -4.44454 -0.22
O 4.56467 0.36126 -3.49389 0.00
C 5.27692 -0.61690 -2.91049 -0.51
C 6.61117 -0.99212 -3.48959 0.02
O 4.80111 -1.22971 -1.98326 0.07
H 5.63332 -0.15599 -5.96232 0.07
H 5.36716 1.48491 -6.57547 0.08
H 3.99608 0.46020 -6.10032 0.09
H 6.10145 1.61228 -4.16890 0.12
H 4.46354 2.18623 -4.37704 0.11
H 6.47167 -1.77528 -4.23618 0.10
H 7.23976 -1.37494 -2.68354 0.09
H 7.15080 -0.15438 -3.92653 0.07
C 1.96273 4.78057 -3.42759 -0.06
C 3.07317 4.89648 -2.40336 -0.23
O 4.35940 4.96549 -3.03909 -0.01
C 4.93415 6.10485 -3.46825 -0.53
C 4.08743 7.33968 -3.59726 0.01
O 6.09057 6.10294 -3.81641 0.10
H 1.91897 5.66024 -4.07341 0.07
H 0.99518 4.66489 -2.93464 0.08
H 2.13159 3.91800 -4.07700 0.08
H 2.92616 5.73524 -1.71930 0.12
H 3.08649 3.99492 -1.78674 0.12
H 3.66016 7.37976 -4.60024 0.10
H 4.72675 8.21130 -3.44631 0.09
H 3.29596 7.40864 -2.85363 0.07
C -0.62804 -6.11955 1.71193 -0.06
C -0.55439 -5.56953 3.12161 -0.22
O -1.10603 -6.49646 4.06824 0.00
C -0.40601 -7.48787 4.65054 -0.53
C 0.92576 -7.87200 4.06963 0.01
O -0.88441 -8.10342 5.57288 0.10
H -0.03465 -7.02992 1.60450 0.08
H -0.26471 -5.38330 0.99223 0.03
H -1.65702 -6.38100 1.45766 0.07
H 0.45907 -5.27416 3.40371 0.11
H -1.16672 -4.66712 3.18691 0.12
H 0.77972 -8.64904 3.31798 0.10
H 1.55007 -8.26567 4.87373 0.09
H 1.47370 -7.03659 3.63819 0.07
C -6.34421 -7.09697 -0.67878 -0.07
C -5.23794 -7.00141 0.35213 -0.23
O -3.94945 -6.95667 -0.27604 0.00
C -3.35462 -5.82578 -0.70207 -0.53
C -4.18072 -4.57723 -0.83440 0.01
O -2.19751 -5.84569 -1.04417 0.09
H -6.36791 -6.21727 -1.32516 0.07
H -7.31657 -7.19395 -0.19138 0.08
H -6.18740 -7.96269 -1.32679 0.09
H -5.37323 -6.15961 1.03495 0.11
H -5.24427 -7.90210 0.96961 0.12
H -4.60232 -4.52962 -1.83951 0.10
H -3.52788 -3.71601 -0.67978 0.09
H -4.97474 -4.49587 -0.09445 0.07
```

Calculated values
Multiplicity: 1
Largest force on an atom (eV Å⁻¹): 4.803
E_tot (Ha): -3429.2438
Structure (SMILES): [H]/N=C(/C)CP(C[C@@H](C)Cl)N=C=S.CCOC(C)=O.CCOC(C)=O.CCOC(C)=O.CCOC(C)=O.CCOC(C)=O.CCOC(C)=O
Orbital gap (eV): 8.2132
LUMO level (eV): 0.2
HOMO level (eV): -7.973

# 5
DFT (wB97M-V/def2-TZVPD) results for a structure of composition CH10N6P at a distorted geometry.

```
18
Properties=species:S:1:pos:R:3:lowdin_charge:R:1
C -0.63145 -0.81449 0.00940 -0.52
N 0.50916 -1.54384 0.14895 0.15
N -1.86426 -1.11946 -0.56346 -0.03
N 2.60943 0.24309 0.12904 -0.11
N -3.24918 0.86415 1.00619 -0.18
N 2.13770 1.01216 -0.99716 -0.06
N -0.88406 0.39975 0.47510 -0.07
P -2.37721 0.64243 -0.41858 0.95
H 0.41319 -2.47100 -0.38984 0.15
H 1.45210 -0.95694 0.10949 0.07
H -2.09116 -1.83297 -1.11902 0.04
H 2.68009 1.92265 -1.00133 0.11
H 2.75371 0.86201 0.94716 0.11
H 3.53272 -0.20174 -0.02833 0.11
H -2.93207 0.31784 1.81242 0.06
H -4.25837 0.99141 0.91390 0.05
H 2.50430 0.56477 -1.81924 0.07
H -0.30464 1.12017 0.78531 0.09
```

Calculated values
Multiplicity: 1
Largest force on an atom (eV Å⁻¹): 5.862
E_tot (Ha): -713.7591
Orbital gap (eV): 10.6000
LUMO level (eV): -2.8
ΔE to the lowest compared entry with this formula, charge and spin (kcal per mole): 44.9
HOMO level (eV): -13.355
Total charge: +1